1.
Entry from OMol25: a cluster of 3 separate species, C30H59BrFN4O3 in total (the ωB97M-V functional and the def2-TZVPD basis).

Last column: Mulliken charge in e.
Element x y z (Å)
C (-1.9252, 1.2607, -0.6177)  -0.15
C (-1.5270, 1.5196, -2.0808)  -0.67
C (-1.0365, 0.2733, -2.8145)  -0.76
C (-2.0840, -0.8587, -2.8606)  0.09
C (-1.5521, -2.2289, -2.3994)  -0.91
C (-2.5406, -3.0142, -1.5300)  0.03
C (-1.8519, -3.9917, -0.5489)  -1.08
C (-2.0880, -3.6158, 0.9114)  -1.07
C (-1.4874, -2.2228, 1.2185)  1.11
C (-0.7141, -2.1064, 2.5234)  -1.29
N (0.8094, -2.0129, 2.3957)  0.50
Br (1.3930, -3.4783, 1.3405)  0.13
C (1.1427, -0.7241, 1.6810)  -0.90
C (2.6372, -0.4960, 1.4816)  0.00
C (2.8245, 0.5441, 0.3823)  -0.27
O (1.8887, 1.2026, 0.0084)  -0.47
N (4.1158, 0.7305, -0.1318)  0.15
C (5.0476, -0.3465, 0.0157)  -0.20
C (4.8406, -1.4990, -0.7391)  -0.03
C (5.7034, -2.5809, -0.5974)  -0.63
C (6.7796, -2.5071, 0.2835)  -0.53
C (6.9967, -1.3449, 1.0175)  -0.68
C (6.1278, -0.2661, 0.8913)  -0.38
C (1.3673, -1.9779, 3.8155)  -0.47
C (2.5896, -2.8091, 4.1981)  -0.04
C (2.3900, -4.2934, 4.4589)  -1.28
F (3.6174, -2.5982, 3.2880)  -0.26
H (-2.8222, 1.8086, -0.3331)  0.36
H (-2.1036, 0.1986, -0.4406)  -0.35
H (-1.1293, 1.5751, 0.0552)  0.13
H (-2.3579, 1.9768, -2.6190)  0.31
H (-0.7216, 2.2566, -2.0821)  0.37
H (-0.0961, -0.0638, -2.3682)  0.15
H (-0.7858, 0.5715, -3.8344)  0.32
H (-2.4252, -0.9497, -3.8914)  0.67
H (-2.9340, -0.5787, -2.2448)  -0.32
H (-0.6143, -2.0806, -1.8556)  0.23
H (-1.2985, -2.8368, -3.2706)  0.45
H (-3.2631, -3.5392, -2.1520)  0.65
H (-3.1129, -2.2870, -0.9467)  -0.40
H (-2.1376, -5.0265, -0.7294)  0.46
H (-0.7753, -3.9325, -0.7328)  0.27
H (-1.6068, -4.3686, 1.5393)  0.48
H (-3.1572, -3.5867, 1.1139)  0.40
H (-2.3115, -1.5136, 1.3038)  0.45
H (-0.9085, -1.8789, 0.3647)  -0.83
H (-0.9178, -2.9657, 3.1615)  0.61
H (-0.9896, -1.2164, 3.0881)  0.51
H (0.6937, 0.0803, 2.2607)  0.45
H (0.6537, -0.7274, 0.7136)  -0.15
H (3.0935, -0.0749, 2.3794)  0.39
H (3.1565, -1.4175, 1.2415)  0.43
H (4.5105, 1.6202, 0.1586)  0.32
H (4.0105, -1.5339, -1.4336)  0.49
H (5.5352, -3.4746, -1.1824)  0.42
H (7.4528, -3.3457, 0.3877)  0.42
H (7.8318, -1.2750, 1.6997)  0.41
H (6.2723, 0.6443, 1.4597)  0.47
H (1.5823, -0.9305, 4.0148)  0.31
H (0.5646, -2.2647, 4.4905)  0.59
H (2.9137, -2.3578, 5.1405)  0.38
H (2.4422, -4.8767, 3.5475)  0.35
H (1.4329, -4.4543, 4.9531)  0.35
H (3.1657, -4.6381, 5.1382)  0.39
C (-8.2993, 0.7341, -2.2031)  -1.44
C (-7.0246, 0.8928, -3.0255)  0.30
C (-6.1119, -0.3386, -3.0113)  -0.82
O (-5.3758, -0.5205, -1.8136)  -0.16
C (-6.0825, -1.1285, -0.7511)  -0.69
N (-6.3314, 2.1114, -2.6005)  -0.71
H (-8.1073, 0.8512, -1.1364)  0.29
H (-9.0203, 1.5000, -2.4844)  0.37
H (-8.7603, -0.2419, -2.3656)  0.34
H (-7.3222, 1.0355, -4.0685)  0.43
H (-5.3568, -0.2102, -3.7915)  0.34
H (-6.6739, -1.2516, -3.2480)  0.46
H (-6.7937, -1.8736, -1.1186)  0.36
H (-6.6133, -0.3962, -0.1384)  0.26
H (-5.3485, -1.6296, -0.1167)  0.09
H (-5.5560, 2.3028, -3.2280)  0.28
H (-5.9004, 1.9328, -1.6978)  0.32
C (3.0766, 4.1265, -0.7408)  -1.43
C (3.4140, 4.5306, 0.6891)  0.93
C (2.5567, 5.6784, 1.2367)  -0.96
O (2.8987, 6.9543, 0.7475)  -0.40
C (2.3655, 7.2928, -0.5198)  -0.63
N (4.8520, 4.7977, 0.7822)  -0.70
H (3.4819, 4.8249, -1.4727)  0.34
H (3.4996, 3.1503, -0.9654)  0.30
H (1.9980, 4.0570, -0.8906)  0.33
H (3.2069, 3.6660, 1.3337)  0.10
H (2.7139, 5.7339, 2.3176)  0.40
H (1.4888, 5.4790, 1.0702)  0.41
H (1.3647, 6.8709, -0.6536)  0.29
H (3.0084, 6.9587, -1.3373)  0.24
H (2.2967, 8.3784, -0.5615)  0.26
H (5.1091, 4.9509, 1.7528)  0.27
H (5.0393, 5.6857, 0.3250)  0.30

Output
- F_max: 0.951 eV Å⁻¹
- E: -116921.700 eV
- Energy above the lowest of the compared OMol25 structures with the same formula, charge and spin: 0.0 kJ/mol
- Frontier orbital gap: 0.2419 hartree
- E_HOMO: -10.8 eV
- Total charge: +1


2.
Entry from OMol25: a cluster of 2 separate species, C30H59F9NOPS2 in total in a non-equilibrium geometry (the ωB97M-V functional and the def2-TZVPD basis).

Last column: Mulliken charge in e.
Element x y z (Å)
C (-0.9897, 2.9265, 5.6388)  -0.28
O (-1.3092, 4.1350, 4.8107)  -0.45
C (-0.5801, 3.9107, 3.5189)  -0.34
C (-1.5073, 3.2257, 2.3538)  0.40
C (-0.7674, 3.4870, 0.9116)  -0.86
C (0.0415, 2.1742, 0.3532)  0.08
C (1.6495, 2.1484, 0.7252)  -0.44
C (2.2126, 0.6789, 0.2873)  0.11
C (2.8217, -0.2472, 1.4833)  -0.94
C (2.1834, -0.0260, 2.9693)  -0.78
C (0.5563, -0.1845, 3.0759)  1.03
C (0.1018, -0.7139, 4.5799)  -0.25
C (0.2962, -2.3243, 4.8141)  -0.95
C (0.0217, -3.2613, 3.4983)  -0.18
C (-1.5745, -3.6553, 3.3390)  -0.89
C (-2.5289, -2.4201, 2.8315)  0.37
C (-3.6985, -2.0081, 3.9532)  -0.60
C (-5.1096, -1.5513, 3.1878)  -0.81
C (-5.1217, 0.0464, 2.7634)  0.83
F (-4.0750, 0.1431, 1.6727)  -0.34
F (-4.5695, 0.9440, 3.8473)  -0.33
C (-6.4988, 0.5813, 2.0848)  0.70
F (-6.6296, -0.0234, 0.7058)  -0.25
F (-6.2992, 2.0552, 1.8178)  -0.27
S (-8.0674, 0.4073, 3.0547)  1.13
F (-8.2292, -1.2756, 2.7853)  -0.28
F (-8.9621, 0.6404, 1.5697)  -0.33
F (-8.0903, 2.1384, 3.2521)  -0.31
F (-7.3064, 0.2333, 4.5721)  -0.26
F (-9.5769, 0.3600, 3.8772)  -0.29
P (0.9674, -4.9408, 3.7746)  0.06
S (2.9246, -4.6944, 3.8338)  -0.51
H (-1.3404, 2.0078, 4.9817)  0.00
H (-1.5477, 2.9864, 6.6666)  0.30
H (0.1661, 2.8694, 5.8881)  0.21
H (-0.2886, 5.0022, 3.1425)  0.28
H (0.4292, 3.3329, 3.6633)  0.09
H (-1.7100, 2.0807, 2.4841)  -0.39
H (-2.5660, 3.7598, 2.4015)  0.33
H (-0.1132, 4.4806, 0.8947)  0.27
H (-1.6433, 3.6908, 0.1276)  0.29
H (-0.0046, 2.2439, -0.8381)  0.01
H (-0.5000, 1.1424, 0.6065)  0.07
H (1.9053, 2.4922, 1.8120)  0.08
H (2.1543, 2.9532, 0.0017)  0.37
H (3.1083, 0.8775, -0.4777)  0.18
H (1.3817, 0.1328, -0.3717)  -0.02
H (4.0002, -0.1260, 1.4507)  0.35
H (2.6133, -1.3815, 1.1769)  0.22
H (2.6438, -0.8778, 3.6675)  0.35
H (2.5711, 0.9893, 3.4036)  0.36
H (0.0888, -0.7954, 2.1938)  0.29
H (0.1129, 0.9205, 2.9923)  -0.97
H (0.7084, -0.1782, 5.4576)  0.31
H (-1.0414, -0.4803, 4.8173)  -0.27
H (-0.5149, -2.6439, 5.6267)  0.31
H (1.3453, -2.5620, 5.3236)  0.44
H (-2.0276, -4.0387, 4.3577)  0.18
H (-1.6355, -4.5090, 2.5169)  0.24
H (-1.9611, -1.4249, 2.5917)  -0.55
H (-3.0847, -2.7289, 1.8242)  0.50
H (-3.8877, -2.8654, 4.7378)  0.47
H (-3.2121, -1.1067, 4.5651)  0.09
H (-5.1893, -2.2362, 2.2358)  0.37
H (-5.9823, -1.8640, 3.9055)  0.32
H (0.6492, -5.7989, 2.6318)  0.06
H (0.4557, -5.5069, 5.0264)  0.04
C (4.3519, 0.1504, -8.4537)  -1.36
C (4.8115, -0.1799, -7.0417)  -0.53
C (3.8754, -1.1194, -6.2709)  -0.76
C (2.4138, -0.6824, -6.0919)  -0.64
N (2.0774, 0.1440, -4.8249)  0.12
C (3.0640, 1.2623, -4.4932)  -0.72
C (2.7627, 2.3457, -5.5100)  -0.46
C (1.2630, 2.2829, -5.7303)  -0.73
C (0.7884, 0.9665, -5.1346)  -0.63
C (1.7540, -0.7343, -3.5931)  -0.56
C (2.9108, -1.5725, -3.0566)  0.00
C (2.8817, -3.0158, -3.5436)  -1.55
H (3.3926, 0.6718, -8.4650)  0.31
H (5.0824, 0.8065, -8.9382)  0.38
H (4.2602, -0.7581, -9.0580)  0.37
H (4.9832, 0.7471, -6.4896)  0.16
H (5.7917, -0.6653, -7.1120)  0.49
H (4.3483, -1.3522, -5.3164)  0.23
H (3.8572, -2.0664, -6.8280)  0.54
H (1.7688, -1.5676, -6.0395)  0.31
H (2.0753, -0.1076, -6.9583)  0.61
H (2.8321, 1.6179, -3.4826)  0.42
H (4.0883, 0.8875, -4.5069)  0.49
H (3.2732, 2.1559, -6.4567)  0.03
H (3.0898, 3.3317, -5.1657)  0.61
H (1.0251, 2.3422, -6.7981)  0.34
H (0.7562, 3.1229, -5.2430)  0.30
H (0.1368, 0.3827, -5.7944)  0.45
H (0.2664, 1.1513, -4.1879)  0.39
H (0.8870, -1.3520, -3.8571)  0.49
H (1.4402, -0.0403, -2.8034)  0.32
H (2.8143, -1.6128, -1.9632)  0.09
H (3.8827, -1.1111, -3.2471)  0.36
H (1.9739, -3.5209, -3.1969)  0.42
H (3.7415, -3.5637, -3.1450)  0.39
H (2.9100, -3.0943, -4.6314)  0.31

Output
- F_max: 6.037 eV Å⁻¹
- E: -91004.013 eV
- Frontier orbital gap: 0.0954 hartree
- E_HOMO: -4.7 eV
- Total charge: 0


Question: Among the records above, which one has the highest total charge?
Answer: C30H59BrFN4O3